No. 1
2 unconnected molecules or ions with the total composition C3H5N2O2 at a distorted geometry. Source: the OMol25 dataset; level of theory: the ωB97M-V functional and the def2-TZVPD basis.

Properties
LUMO level ... 0.156 hartree
HOMO energy ... -2.7 eV
Energy above the lowest of the compared OMol25 structures with the same formula, charge and spin ... 3.508 eV
Gap between HOMO and LUMO ... 6.92 eV
Max |F| ... 3.3 eV/A
Spin multiplicity ... 1
DFT total energy ... -377.16118 hartree
Total charge ... -1

Geometry (Å):
C 0.065 -2.231 -0.651
C 0.045 1.583 1.077
C 0.098 0.069 1.081
N -0.474 0.727 -0.051
N 0.274 -1.622 -1.653
O 0.040 0.828 -1.297
O 0.031 -3.080 0.154
H -0.736 2.002 1.678
H 0.844 2.042 0.598
H 1.081 -0.197 1.012
H -1.382 0.434 -0.196
H 0.113 -0.555 -1.752

No. 2
A gas-phase ion, C3H5N2O2 (charge +1) at a distorted geometry. Source: the OMol25 dataset; level of theory: the ωB97M-V functional and the def2-TZVPD basis.

Properties
LUMO level (spin up / spin down) ... -0.314 / -0.314 hartree
HOMO energy (spin up / spin down) ... -15.1 / -15.1 eV
SMILES ... O=C=NCC[NH+]=O
Energy above the lowest of the compared OMol25 structures with the same formula, charge and spin ... 4.968 eV
Gap between HOMO and LUMO (spin up / spin down) ... 6.52 / 6.52 eV
Max |F| ... 5.8 eV/A
Spin multiplicity ... 1
DFT total energy ... -376.85360 hartree
Total charge ... +1

Geometry (Å):
O 0.159 2.453 -1.735
C 0.544 1.462 -1.274
N 1.248 0.633 -0.752
C 0.873 -0.621 -0.172
C -0.541 -0.850 0.389
N -0.887 0.193 1.247
O -1.883 0.841 1.112
H 1.713 -0.788 0.455
H 0.776 -1.227 -1.016
H -1.310 -0.593 -0.597
H -0.686 -1.947 0.655
H -0.005 0.444 1.689